76
Properties=species:S:1:pos:R:3:lowdin_charge:R:1 method="wB97M-V/def2-TZVPD" charge=0 spin_multiplicity=2 fmax_ha_per_bohr=0.0757 s_squared=0.7845 homo_lumo_gap_ev="7.27 / 5.75"
V 10.7971 10.0876 12.5233 0.242
C 5.2895 6.5559 15.6885 -0.054
C 6.4500 7.0679 16.6007 -0.554
C 7.3170 5.8837 16.9916 -0.025
C 5.6429 7.5915 17.8335 -0.063
C 7.2401 8.1310 15.9406 -0.133
C 7.4817 8.1599 14.5540 0.091
C 8.5319 8.9562 14.0231 -0.175
N 8.9120 9.0582 12.7408 0.125
C 8.5124 8.3513 11.6217 -0.179
C 7.3238 7.8047 11.1938 0.046
C 7.2510 7.0947 9.9543 -0.120
C 8.3424 7.1138 9.0946 0.027
C 9.4475 7.8128 9.4347 -0.108
C 9.5685 8.2766 10.7381 -0.210
O 10.6120 9.0648 11.1039 -0.301
C 10.5988 8.0646 8.4509 -0.483
C 10.6529 9.5792 8.2086 -0.040
C 10.5172 7.2699 7.0687 -0.058
C 11.9556 7.5978 9.0306 -0.051
C 5.8031 6.6913 9.5059 -0.521
C 4.9669 6.2962 10.7128 -0.086
C 5.6782 5.4570 8.5187 -0.040
C 5.2146 7.8971 8.7812 -0.046
C 9.2851 9.7422 14.8820 -0.241
O 10.3127 10.3376 14.2788 -0.253
C 9.1016 9.7656 16.2492 -0.044
C 8.0973 8.9445 16.7621 0.065
C 9.9729 10.7109 17.2173 -0.535
C 9.6599 10.5071 18.6732 -0.087
C 11.4183 10.2856 17.0457 -0.061
C 9.7801 12.2023 16.8191 -0.028
H 4.8096 5.7859 16.2727 0.080
H 5.7123 6.1411 14.8068 0.052
H 4.5685 7.3123 15.3146 0.102
H 6.7764 5.1609 17.5804 0.082
H 8.1543 6.2737 17.5992 0.102
H 7.6629 5.4039 16.1130 0.080
H 5.1824 6.7692 18.4091 0.081
H 4.8309 8.3026 17.6079 0.084
H 6.2131 8.1818 18.6592 0.099
H 7.0288 7.5150 13.8087 0.099
H 6.3927 7.9265 11.8390 0.118
H 8.1747 6.9511 7.9794 0.149
H 10.4538 10.2087 9.0835 0.063
H 9.9436 9.9762 7.4447 0.094
H 11.6444 9.8702 7.8298 0.088
H 9.8590 7.5833 6.2382 0.082
H 10.3822 6.2003 7.1763 0.077
H 11.4540 7.5039 6.6099 0.060
H 12.1641 7.9406 10.0432 0.058
H 12.8858 7.8458 8.3820 0.115
H 11.8769 6.4568 9.0698 0.109
H 5.3402 5.4260 11.2231 0.083
H 3.9111 6.0821 10.3745 0.097
H 4.7469 7.1108 11.4883 0.092
H 6.3136 4.7252 8.8142 0.038
H 5.9797 5.6536 7.4389 0.099
H 4.6588 5.1509 8.3545 0.074
H 5.2734 8.7591 9.3591 0.063
H 4.1642 7.6548 8.5836 0.091
H 5.6715 8.0732 7.8156 0.085
H 7.9064 9.0255 17.7793 0.067
H 9.9728 9.4793 19.0491 0.115
H 8.5812 10.5541 18.8470 0.074
H 10.1227 11.2522 19.3247 0.089
H 11.4639 9.1835 16.8932 0.109
H 12.0719 10.6142 17.9084 0.106
H 11.8139 10.8391 16.2023 0.069
H 8.7845 12.6391 17.0110 0.090
H 9.9856 12.2296 15.7160 0.085
H 10.6064 12.7699 17.3181 0.098
S 12.9668 9.4587 13.0266 0.648
C 12.1670 7.9873 13.4137 -0.764
N 11.6837 6.9427 13.3471 0.106
S 10.7893 11.9000 11.8358 0.412

80
Properties=species:S:1:pos:R:3:lowdin_charge:R:1 method="wB97M-V/def2-TZVPD" charge=-1 fmax_ha_per_bohr=0.0386 homo_lumo_gap_ev="5.85 / 5.86"
Pd -0.0967 0.3655 0.9213 0.331
C -4.4588 0.3605 -1.8727 -0.100
C -3.5180 -0.0482 -0.7406 -0.516
C -3.5901 -1.5388 -0.4191 -0.115
P -1.7006 0.3883 -0.8365 1.049
C -1.6793 2.0655 -1.6746 -0.522
C -0.2111 2.4519 -1.8069 -0.151
C -2.4071 3.1421 -0.8771 -0.113
C -0.9302 -0.6832 -2.0809 -0.285
C -1.5950 -1.2629 -3.1533 -0.072
C -0.9738 -2.1414 -4.0269 -0.305
C -1.7162 -2.7886 -5.1612 -0.074
C 0.3732 -2.4359 -3.8064 -0.056
C 1.0644 -1.8840 -2.7601 -0.016
C 0.4476 -0.9878 -1.8468 -0.333
N 1.1175 -0.4338 -0.8375 -0.026
C 2.4733 -0.6947 -0.6340 -0.286
C 2.8891 -1.7663 0.1751 -0.228
C 1.8834 -2.7630 0.6686 -0.043
C 4.2329 -1.9174 0.4693 -0.015
C 5.1968 -1.0665 -0.0505 -0.280
C 6.6502 -1.2581 0.2727 -0.062
C 4.7844 -0.0670 -0.9199 -0.025
C 3.4485 0.1294 -1.2205 -0.206
C 3.0437 1.1771 -2.2141 -0.039
H -5.4831 0.1184 -1.5848 0.080
H -4.2472 -0.1607 -2.8020 0.056
H -4.4054 1.4295 -2.0636 0.057
H -3.8345 0.4972 0.1585 0.083
H -3.2869 -2.1425 -1.2731 0.069
H -4.5997 -1.8261 -0.1266 0.078
H -2.9123 -1.7568 0.4094 0.042
H -2.1278 1.9564 -2.6715 0.111
H 0.2737 2.3571 -0.8228 0.042
H -0.0994 3.4796 -2.1543 0.079
H 0.2952 1.7869 -2.5016 0.056
H -1.9358 3.2562 0.0958 0.046
H -3.4562 2.9069 -0.7177 0.059
H -2.3435 4.0957 -1.4044 0.080
H -2.6340 -1.0295 -3.3219 0.080
H -2.6991 -2.3416 -5.2974 0.066
H -1.8531 -3.8543 -4.9684 0.073
H -1.1606 -2.6925 -6.0944 0.069
H 0.8749 -3.1171 -4.4822 0.109
H 2.1073 -2.1311 -2.6056 0.113
H 1.7541 -3.5675 -0.0613 0.087
H 0.9039 -2.2852 0.7951 0.022
H 2.2025 -3.2107 1.6082 0.078
H 4.5433 -2.7283 1.1122 0.118
H 6.7709 -1.6783 1.2689 0.074
H 7.1843 -0.3099 0.2279 0.070
H 7.1063 -1.9456 -0.4438 0.075
H 5.5270 0.5729 -1.3826 0.108
H 3.9180 1.5709 -2.7277 0.071
H 2.5299 2.0007 -1.7198 0.068
H 2.3672 0.7443 -2.9516 0.071
S 1.9188 0.5572 2.4684 0.627
C 1.6909 -0.8748 3.3983 -0.777
C 2.7971 -1.2181 4.1912 -0.336
N 3.7102 -1.4611 4.8497 0.149
C 0.5731 -1.6927 3.4661 -0.797
S -0.9311 -1.5005 2.6389 0.557
C 0.6063 -2.8231 4.2933 -0.340
N 0.5765 -3.7756 4.9410 0.146
C -1.1314 0.8468 5.0438 -0.146
O -1.2940 1.9457 4.1708 -0.308
P -1.2750 1.7514 2.5359 0.700
O -2.8053 1.3816 2.1986 -0.372
C -3.9021 2.0702 2.7710 -0.111
O -1.3240 3.3597 2.2599 -0.349
C -0.0808 4.0312 2.2820 -0.142
H -1.4678 1.1758 6.0283 0.087
H -0.0814 0.5528 5.0969 0.077
H -1.7248 -0.0079 4.7135 0.041
H -4.7638 1.4024 2.7117 0.090
H -4.1019 2.9849 2.2102 0.084
H -3.7048 2.3275 3.8131 0.084
H -0.2468 5.0182 1.8500 0.086
H 0.6697 3.4854 1.6978 0.062
H 0.2848 4.1252 3.3057 0.085

83
Properties=species:S:1:pos:R:3:lowdin_charge:R:1 method="wB97M-V/def2-TZVPD" relative_energy_kcal_mol=158.88 charge=-1 spin_multiplicity=2 fmax_ha_per_bohr=0.0188 s_squared=1.0244 homo_lumo_gap_ev="5.69 / 5.22"
Ru 0.7853 0.2332 -0.0950 1.108
C 4.6342 -0.0871 -0.1782 -0.044
O 4.8672 1.1990 -0.7609 -0.082
C 3.7920 1.9722 -1.0899 -0.232
C 3.9253 2.7649 -2.2059 -0.029
C 2.8861 3.5905 -2.6627 -0.100
C 1.6967 3.6100 -1.9777 -0.071
C 1.5525 2.8380 -0.8141 -0.196
C 0.3129 2.8672 -0.0382 -0.163
N -0.7854 3.3063 -0.5654 0.052
N -1.8350 3.4678 0.2805 0.070
C -2.8483 2.9343 0.6223 -0.006
O -1.3657 0.4341 1.3681 -0.146
C -4.0645 2.6813 1.2265 -0.229
C -4.1369 2.1668 2.5551 -0.067
C -5.3556 1.8392 3.1079 -0.119
C -6.5456 2.0033 2.3921 -0.129
C -6.4857 2.5246 1.0954 -0.122
C -5.2853 2.8591 0.5124 -0.051
C 2.5872 1.9952 -0.3281 -0.335
O 2.3885 1.2903 0.7574 -0.210
H 3.8496 -0.6232 -0.7136 0.080
H 4.3546 -0.0080 0.8687 0.065
H 5.5772 -0.6204 -0.2856 0.092
H 4.8663 2.7105 -2.7402 0.116
H 3.0235 4.1894 -3.5533 0.092
H 0.8684 4.2295 -2.2956 0.104
H 0.3763 2.6531 1.0302 0.111
H -3.2288 2.0543 3.1300 0.103
H -5.3861 1.4582 4.1220 0.098
H -7.4964 1.7498 2.8405 0.087
H -7.3996 2.6647 0.5307 0.098
H -5.2528 3.2499 -0.4956 0.110
C -5.5592 -1.1302 0.1633 -0.060
O -4.4980 -0.8855 -0.7564 -0.011
C -3.2189 -0.9181 -0.3284 -0.551
O -2.3074 -0.8720 -1.1051 0.111
N -3.0661 -1.0421 1.0477 0.059
N -1.7907 -0.9282 1.5715 -0.029
H -6.4465 -1.2811 -0.4454 0.094
H -5.7184 -0.2696 0.8161 0.070
H -5.3657 -2.0227 0.7583 0.095
H -3.7580 -0.6148 1.6471 0.117
H -1.1513 -1.4537 0.9645 0.095
H -1.0917 0.7033 2.2555 0.033
C 0.5765 -2.7143 3.5853 -0.179
Si 1.4913 -1.3147 2.7314 0.389
C 0.8182 0.2874 3.4730 -0.173
C 3.2847 -1.3433 3.2777 -0.173
N 1.3158 -1.3447 1.0155 -0.196
C 1.9167 -2.3363 0.2473 -0.328
C 2.5376 -3.4903 0.7333 -0.073
C 3.1446 -4.3988 -0.1314 -0.130
C 3.1400 -4.1659 -1.4984 -0.131
C 2.5072 -3.0280 -1.9972 -0.067
C 1.8791 -2.1264 -1.1453 -0.332
N 1.1986 -0.9691 -1.5410 -0.214
Si 0.8527 -0.5467 -3.1891 0.385
C 2.4097 -0.0987 -4.1358 -0.162
C -0.3222 0.9027 -3.2542 -0.168
C -0.0204 -1.9523 -4.0654 -0.171
H 0.6181 -2.5944 4.6723 0.025
H 0.9918 -3.6944 3.3418 0.016
H -0.4721 -2.7079 3.2832 0.012
H 1.4494 0.5916 4.3106 0.036
H -0.1983 0.1657 3.8631 0.024
H 0.8664 1.0993 2.7434 0.000
H 3.3611 -1.4771 4.3608 0.026
H 3.7363 -0.3819 3.0189 0.022
H 3.8727 -2.1230 2.7930 0.020
H 2.5442 -3.6886 1.7971 0.068
H 3.6233 -5.2826 0.2730 0.085
H 3.6274 -4.8544 -2.1774 0.083
H 2.5125 -2.8343 -3.0622 0.074
H 3.0662 0.4976 -3.4992 0.012
H 2.1756 0.4943 -5.0242 0.024
H 2.9664 -0.9825 -4.4582 0.019
H -0.1320 1.6561 -2.4906 -0.016
H -1.3501 0.5587 -3.1184 0.020
H -0.2394 1.4106 -4.2193 0.032
H 0.5579 -2.8763 -4.0889 0.013
H -0.2428 -1.6648 -5.0974 0.027
H -0.9651 -2.1556 -3.5555 0.026

93
Properties=species:S:1:pos:R:3:lowdin_charge:R:1 method="wB97M-V/def2-TZVPD" charge=-2 fmax_ha_per_bohr=0.1793 homo_lumo_gap_ev=2.37
C 1.1193 2.5764 5.3766 -0.093
C 1.4561 1.0663 5.9340 -0.241
O 1.0656 0.1024 4.8937 -0.252
C 2.2190 -0.3307 4.0767 -0.173
C 1.9201 -1.4114 2.9135 -0.113
C 1.4356 -0.9065 1.4439 -0.221
C 2.5545 0.0848 0.8458 -0.215
F 2.6063 1.4843 1.4229 -0.041
F 3.9693 -0.3580 1.1805 -0.035
C 2.6738 0.3708 -0.7538 -0.071
C 2.1902 1.8659 -1.3428 -0.009
C 2.3092 2.2970 -2.9378 -0.023
C 2.9328 1.2812 -4.0641 0.050
C 3.4544 -0.1823 -3.5272 -0.001
C 4.1399 -1.2267 -4.6166 -0.223
F 5.3373 -1.9265 -4.0826 0.014
F 4.5080 -0.3965 -5.8016 0.024
F 3.0538 -2.1585 -5.0383 -0.029
C 3.3249 -0.5880 -1.9106 0.068
C -0.1614 -0.4118 1.3395 -0.100
B -1.2131 -1.3987 2.2008 -0.395
O -1.1871 -1.5042 3.7047 0.031
O -2.2919 -2.2143 1.6104 -0.052
C -2.2191 -3.6305 1.9529 -0.219
C -3.5424 -3.9373 2.9295 -0.092
C -0.4334 1.0928 1.9070 -0.193
C -1.7362 1.4505 2.7606 -0.063
F -0.2667 2.1777 0.8668 -0.100
C -0.6745 -0.4300 -0.2527 -0.154
C -2.2033 0.0890 -0.5102 -0.121
C -2.2640 1.4505 -1.4848 -0.172
C -3.4254 2.5197 -0.9316 -0.138
C -2.8002 4.0348 -1.2657 -0.214
O -3.5074 5.1112 -0.5094 -0.279
C -2.6837 6.3425 -0.4850 -0.143
C -0.4925 -1.8559 -1.0262 -0.230
C -0.8288 -1.6425 -2.6578 0.023
C -2.1634 -2.4552 -3.1513 -0.211
O -2.2653 -2.6897 -4.4867 0.000
O -3.2480 -2.9752 -2.3075 -0.027
C -3.1870 -4.4452 -2.1827 -0.260
C -4.5705 -5.2025 -1.6456 -0.016
O -2.0862 -5.1845 -2.4435 -0.014
O 0.8608 -2.4195 -1.0521 -0.241
S 1.5928 -2.5450 0.4548 0.906
O 3.0864 -3.0579 0.3999 -0.325
O 0.9058 -3.7589 1.1975 -0.349
H 2.1118 3.0174 4.9304 0.085
H 0.2681 2.5946 4.5731 0.066
H 0.7794 3.2703 6.2636 0.078
H 2.5514 0.9410 6.3270 0.126
H 0.7260 0.8843 6.8599 0.128
H 2.9322 -0.8908 4.8590 0.144
H 2.8098 0.6325 3.7871 0.136
H 1.2711 -2.2852 3.4056 0.140
H 2.9564 -1.9978 2.7673 0.149
H 1.7297 2.7088 -0.6381 0.085
H 1.9314 3.3740 -3.2868 0.102
H 3.0087 1.6498 -5.1789 0.112
H 3.7547 -1.6342 -1.6312 0.093
H -0.8155 -2.3837 3.9936 0.101
H -1.2921 -3.9669 2.5790 0.116
H -2.3749 -4.2895 0.9700 0.138
H -4.2682 -4.7362 2.4773 0.065
H -3.1247 -4.2520 4.0026 0.082
H -4.0864 -2.8917 3.1204 0.097
H 0.4592 1.3060 2.6757 0.142
H -1.7830 2.6396 2.8743 0.117
H -2.7866 1.1160 2.4350 0.079
H -1.5798 1.0664 3.8806 0.107
H -0.0470 0.3485 -0.9071 0.138
H -2.8945 -0.6966 -1.0888 0.127
H -2.8234 0.3804 0.4287 0.093
H -2.5663 1.1008 -2.5786 0.117
H -1.2643 2.0565 -1.4853 0.098
H -4.4569 2.3848 -1.4705 0.115
H -3.4765 2.4525 0.2377 0.104
H -2.8109 4.2789 -2.4123 0.133
H -1.6604 4.1239 -0.9208 0.127
H -2.0361 6.4275 -1.4710 0.102
H -3.3886 7.3035 -0.4496 0.097
H -1.9964 6.4317 0.4783 0.101
H -1.2160 -2.7146 -0.6942 0.148
H 0.0698 -2.0532 -3.3289 0.170
H -0.9433 -0.5141 -2.9482 0.134
H -4.8328 -4.7897 -0.5757 0.084
H -4.4502 -6.3798 -1.5863 0.104
H -5.4415 -4.9276 -2.3970 0.099
O 4.9407 3.2331 -5.2738 -0.480
S 6.3585 2.9521 -5.5641 0.096
O 7.1417 4.1946 -5.4376 -0.487
O 6.4849 2.4292 -6.9367 -0.491
O 6.8667 1.9513 -4.6082 -0.485

87
Properties=species:S:1:pos:R:3:lowdin_charge:R:1 method="wB97M-V/def2-TZVPD" relative_energy_kcal_mol=36.93 charge=0 fmax_ha_per_bohr=0.0320 homo_lumo_gap_ev=8.09
Ca -0.6126 -0.2342 -1.2582 1.433
C -1.0939 2.2503 1.4999 -0.037
C -2.2917 1.3600 1.3598 -0.264
C -2.2878 0.0246 1.7596 -0.023
C -3.3994 -0.7902 1.5887 -0.279
C -3.3535 -2.2311 2.0135 -0.043
C -4.5444 -0.2512 1.0197 -0.022
C -4.5866 1.0757 0.6055 -0.260
C -5.8150 1.6388 -0.0517 -0.046
C -3.4553 1.8615 0.7837 -0.021
H -0.3518 2.0735 0.7194 0.062
H -0.5900 2.0907 2.4456 0.066
H -1.3848 3.2993 1.4370 0.084
H -1.3982 -0.3913 2.2223 0.120
H -2.5090 -2.7604 1.5685 0.069
H -4.2663 -2.7541 1.7359 0.074
H -3.2353 -2.3281 3.0940 0.085
H -5.4173 -0.8793 0.8862 0.115
H -5.6962 1.6659 -1.1382 0.062
H -6.0137 2.6573 0.2804 0.079
H -6.6938 1.0371 0.1722 0.075
H -3.4775 2.8960 0.4632 0.119
C -3.4361 0.2199 -5.2164 -0.065
C -3.1911 0.2831 -3.7051 -0.572
O -4.3634 0.6519 -2.9958 -0.062
P -1.8956 1.5904 -3.3365 0.348
O -0.7186 1.1138 -4.1636 -0.312
O -2.4799 2.9502 -3.8819 -0.066
O -1.6456 1.6165 -1.8419 -0.415
P -2.6174 -1.4152 -3.1669 0.516
O -2.7174 -1.2531 -1.5303 -0.217
O -3.3468 -2.5725 -3.6681 -0.229
O -1.0103 -1.3753 -3.4476 -0.252
H -3.8507 1.1790 -5.5254 0.089
H -4.1411 -0.5820 -5.4443 0.085
H -2.5254 0.0406 -5.7815 0.087
H -5.0360 -0.0444 -3.0835 0.113
H -0.7345 -0.4566 -3.8808 0.049
H -3.0546 3.3750 -3.2585 0.083
H -2.7160 -2.1024 -1.1052 0.082
Cl 3.8702 1.8600 0.9829 0.689
C 3.1971 2.5212 2.4701 -0.555
C 3.4779 3.8356 2.7731 -0.111
C 2.9825 4.3930 3.9419 -0.080
C 2.1695 3.6288 4.7586 -0.111
C 1.8683 2.3154 4.4124 -0.574
Cl 0.6681 1.5291 5.3983 0.741
C 2.4206 1.7053 3.2810 -0.294
N 2.2134 0.3960 2.8556 0.079
C 2.1593 -0.7537 3.6299 -0.223
C 2.5959 -0.7861 4.9505 -0.076
C 2.4822 -1.9374 5.7066 -0.085
C 1.9575 -3.0955 5.1452 -0.092
C 1.6402 -3.0747 3.7975 -0.047
C 1.7635 -1.9314 3.0124 -0.148
C 1.6835 -2.1140 1.5124 -0.047
C 0.6290 -1.4343 0.6886 -0.648
O -0.1962 -2.1418 0.0358 -0.103
O 0.6674 -0.1509 0.5988 -0.200
H 4.0954 4.4018 2.0895 0.103
H 3.2135 5.4155 4.1977 0.106
H 1.7232 4.0368 5.6519 0.101
H 1.9033 0.3095 1.8767 0.080
H 3.0256 0.1020 5.3847 0.096
H 2.8096 -1.9243 6.7360 0.103
H 1.8445 -3.9996 5.7195 0.096
H 1.3203 -3.9864 3.3101 0.110
H 1.5862 -3.1852 1.3403 0.119
H 2.6334 -1.8055 1.0620 0.134
C 3.2200 -0.7990 -4.5854 -0.042
C 3.3764 -1.2670 -3.1490 -0.636
C 3.6885 -2.7570 -3.1124 -0.042
C 4.4787 -0.4782 -2.4427 -0.049
N 2.0723 -1.1316 -2.4601 -0.059
N 1.6252 0.2114 -2.2582 -0.052
H 4.1381 -0.9963 -5.1360 0.088
H 3.0314 0.2726 -4.6594 0.078
H 2.4004 -1.3237 -5.0733 0.089
H 4.6259 -2.9601 -3.6286 0.087
H 2.8953 -3.3318 -3.5852 0.088
H 3.7979 -3.1150 -2.0875 0.083
H 5.4544 -0.7163 -2.8615 0.087
H 4.5079 -0.7194 -1.3785 0.079
H 4.3521 0.5995 -2.5472 0.073
H 2.1413 -1.5747 -1.5425 0.099
H 1.4056 0.6099 -3.1708 0.068
H 2.3384 0.8177 -1.8159 0.089